Entry 1:
The following is a quantum chemistry calculation of an isolated molecule of C19H25ClN4OS, from OMol25.

Calculated values
Net charge ... 0
SMILES string ... COc1cc(Cl)ccc1NC(=S)N(CCN(C)C)[C@H](C)c1ccncc1
DFT total energy ... -1891.157894 Ha
Energy above the lowest of the compared OMol25 structures with the same formula, charge and spin ... 349.7 kcal per mole

```
51
C19H25ClN4OS | OMol25 | ωB97M-V with the def2-TZVPD basis set
C 3.7350 2.8782 0.7306
O 2.5714 1.8513 0.8253
C 2.0462 1.8201 1.9764
C 2.5642 2.4697 3.0383
C 1.7205 2.4843 4.2871
Cl 2.1142 3.2625 5.5500
C 0.6127 1.7496 4.2976
C 0.3084 0.7567 3.2938
C 1.0300 0.9267 2.1290
N 0.5929 0.2907 0.8392
C -0.0385 -0.9249 1.0254
S 0.2570 -1.9476 1.9842
N -0.5104 -1.2864 -0.1791
C -0.7781 -0.2983 -1.4503
C 0.1795 0.2058 -2.3336
N 1.2298 1.0139 -1.9316
C 2.5326 0.7690 -2.3017
C 0.7797 2.5271 -1.8618
C -1.2395 -2.6546 -0.4144
C -0.5682 -3.2403 -1.7169
C -2.6551 -2.3502 -0.5438
C -3.3354 -1.8137 0.4671
C -4.7102 -1.8367 0.6304
N -5.3326 -2.3310 -0.4089
C -4.8931 -2.8727 -1.4229
C -3.3708 -2.9889 -1.6309
H 4.5127 2.4384 1.3798
H 4.2140 2.8732 -0.1287
H 3.5223 3.8158 1.0165
H 3.2262 3.1340 3.2569
H 0.0044 1.4263 5.1523
H -0.6672 0.0941 3.1368
H 1.0237 0.6918 0.1339
H -1.2834 0.6902 -0.7351
H -1.7188 -0.6792 -1.8337
H -0.3095 0.4140 -3.2636
H 0.7702 -0.8532 -2.7393
H 2.7102 -0.4836 -1.9606
H 3.1586 1.4414 -1.7423
H 2.6981 0.7582 -3.3127
H 0.7932 2.6649 -2.9496
H -0.2447 2.7072 -1.5559
H 1.5984 2.7537 -1.2334
H -0.7887 -3.0612 0.3688
H -0.8817 -2.6356 -2.5323
H -0.9801 -4.1931 -1.9417
H 0.4453 -2.9983 -1.5835
H -2.8785 -1.2474 1.3138
H -5.1180 -1.4381 1.3723
H -5.6534 -3.2876 -2.0650
H -2.9955 -3.4860 -2.4319
```

***

Entry 2:
The following is a quantum chemistry calculation of a cluster of 16 separate species, H32O16 in total, from OMol25.

Calculated values
Net charge ... 0
DFT total energy ... -1223.012673 Ha
Energy above the lowest of the compared OMol25 structures with the same formula, charge and spin ... 116.8 kcal per mole

```
48
H32O16 | OMol25 | ωB97M-V with the def2-TZVPD basis set
O 3.0194 2.2543 -16.9112
H 2.1106 2.2090 -16.7745
H 3.3315 3.0055 -16.4503
O -1.9692 0.5892 -16.1286
H -2.8098 0.6631 -16.5118
H -2.1947 0.0079 -15.3786
O 0.6739 -0.3491 -15.9840
H 1.1027 0.1712 -15.2962
H -0.2026 0.0223 -16.0984
O -1.8870 -0.4120 -20.8841
H -1.1951 -0.6805 -20.3135
H -2.4942 -1.1269 -20.9885
O -0.3912 1.1438 -18.6895
H -1.0479 0.6231 -18.2796
H 0.4259 0.7208 -18.4195
O -1.2210 2.7070 -20.6674
H -0.7389 2.3630 -21.4182
H -0.8206 2.1309 -20.0339
O -3.3679 1.4345 -19.3530
H -2.8971 0.8445 -19.8935
H -2.7697 2.1299 -19.1555
O 0.3166 2.7911 -15.7047
H 0.3509 3.6430 -15.2222
H -0.3919 2.8971 -16.3634
O 2.3028 -0.0023 -18.2684
H 1.9346 -0.4888 -17.5363
H 2.3090 0.8778 -17.8328
O 1.4672 0.1551 -20.8895
H 1.6791 0.9782 -20.3669
H 1.0363 0.4586 -21.7897
O 1.8209 2.7437 -20.0076
H 1.6468 3.0019 -20.8920
H 2.7907 2.8830 -19.8593
O -3.5558 -1.5696 -17.9908
H -2.7405 -1.1142 -17.9677
H -4.2462 -0.9438 -17.8690
O -1.8424 3.1138 -17.1924
H -2.3821 3.8632 -16.9345
H -1.9657 2.5620 -16.4560
O -0.6819 -1.6416 -18.4389
H 0.0846 -1.8621 -18.9632
H -1.3820 -2.2651 -18.5462
O 0.2345 4.3059 -18.4388
H -0.5181 3.7756 -18.1371
H 0.7676 3.8273 -19.0222
O 1.5374 -2.3075 -19.6810
H 1.5909 -1.4441 -20.1154
H 2.0943 -2.4722 -18.8976
```